No. 1
Here is C34H37Cl45F3INO6PSi2 as an isolated structure from the OMol25 dataset. Energies are from wB97M-V/def2-TZVPD.

Last column: Mulliken charge in e.
Positions of all 130 atoms, in Å:
C: 7.23207 -3.40078 2.55434  -1.008
C: 6.64930 -2.12302 1.84574  -0.204
O: 5.63335 -2.37252 0.84846  0.058
P: 4.39726 -3.34549 1.37716  0.822
O: 4.80220 -4.75215 1.08587  -0.833
C: 2.93652 -2.99777 0.29904  -0.501
C: 2.01488 -1.81246 0.76105  0.084
C: 0.77686 -1.56618 -0.18733  0.326
Si: -0.26482 -0.09362 0.47563  -0.348
I: 0.30973 0.45263 2.84466  -0.192
C: 0.06123 1.50502 -0.54171  -0.724
C: 1.54802 1.63056 -1.06160  -0.312
C: 2.61249 1.98898 0.02972  0.382
C: 2.60611 3.47264 0.47756  0.073
C: 3.10086 4.53448 -0.38300  -0.462
C: 3.12168 5.90264 0.07471  -0.835
C: 2.65848 6.28701 1.39200  -0.228
C: 2.15768 5.22785 2.25910  -0.337
C: 2.13257 3.84437 1.80398  0.258
O: -1.91208 -0.50795 0.25386  -0.252
Si: -2.64625 -1.29272 1.56273  0.229
C: -1.65472 -2.71968 2.31029  0.697
C: -2.30710 -3.05045 3.74824  -0.663
C: -1.35914 -2.47107 4.82575  0.184
F: -0.12900 -3.06190 4.95696  -0.359
C: -1.62093 -1.42178 5.60430  0.349
F: -0.60058 -0.87615 6.32545  -0.212
F: -2.82035 -0.85415 5.77862  -0.231
O: -3.12782 -0.26754 2.85597  -0.397
N: -4.27167 0.47558 2.58347  0.245
O: -5.14474 0.03847 3.23988  -0.309
C: -4.26633 -2.06680 0.86673  -0.185
Cl: -3.85146 -3.53648 -0.17260  -0.087
C: -5.07455 -1.08028 -0.06300  -0.286
C: -6.62634 -1.23889 0.30430  -1.029
O: 4.10422 -3.28042 3.00067  -0.487
C: 3.81498 -1.94120 3.50061  0.676
C: 4.57448 -1.80733 4.88781  -1.388
H: 8.32411 -3.19032 2.73559  0.393
H: 7.19396 -4.32868 1.94606  0.277
H: 6.77886 -3.50195 3.56842  0.195
H: 6.34649 -1.37330 2.62304  0.126
H: 7.50600 -1.64440 1.29878  0.393
H: 2.31525 -3.93454 0.30268  -0.036
H: 3.26769 -2.87475 -0.76696  0.313
H: 2.64385 -0.89038 0.85035  -0.175
H: 1.58166 -2.11434 1.75202  -0.440
H: 1.09466 -1.39769 -1.25136  0.723
H: 0.15310 -2.50175 -0.21157  -0.145
H: -0.59296 1.48508 -1.45737  0.350
H: -0.22414 2.35665 0.13163  0.372
H: 1.83823 0.63340 -1.49485  -0.042
H: 1.57144 2.33951 -1.93308  0.673
H: 3.64506 1.78112 -0.36962  0.237
H: 2.50019 1.34227 0.93050  -0.435
H: 3.47072 4.30034 -1.40705  0.378
H: 3.54373 6.65583 -0.62384  0.350
H: 2.69760 7.36433 1.72297  0.377
H: 1.81624 5.47184 3.30220  -0.060
H: 1.73811 3.09526 2.52670  0.141
H: -1.77018 -3.66425 1.72033  0.473
H: -0.58052 -2.50478 2.50776  -0.604
H: -2.40204 -4.15814 3.90641  0.361
H: -3.34521 -2.64877 3.84879  0.323
H: -4.86822 -2.43208 1.73884  0.660
H: -4.99746 -1.38295 -1.12991  0.276
H: -4.82962 -0.00706 0.11837  0.293
H: -6.97756 -0.47519 1.03448  0.299
H: -7.27037 -1.24259 -0.61426  0.271
H: -6.79902 -2.24187 0.78370  0.195
H: 4.22254 -1.19559 2.77496  0.136
H: 2.71853 -1.79614 3.66427  -0.067
H: 4.88837 -2.82055 5.24696  0.315
H: 5.44822 -1.11864 4.83914  0.269
H: 3.85854 -1.39449 5.63638  0.395
C: -4.87574 -4.18687 -4.24367  0.031
Cl: -3.92926 -5.17587 -3.11915  -0.018
Cl: -6.00636 -3.17482 -3.32961  -0.042
Cl: -3.78569 -3.15281 -5.18537  0.091
Cl: -5.77952 -5.24239 -5.34074  -0.074
C: 0.36201 10.01005 1.92745  0.272
Cl: 1.67030 11.18666 2.14119  -0.087
Cl: -0.66086 10.50352 0.56604  -0.113
Cl: 1.05851 8.40649 1.59707  -0.029
Cl: -0.61429 9.93900 3.40201  -0.080
C: -3.56089 1.09512 -6.36384  0.192
Cl: -3.84046 0.94304 -4.62104  0.031
Cl: -2.69389 2.60562 -6.69900  -0.084
Cl: -2.59023 -0.27679 -6.92252  -0.062
Cl: -5.11583 1.10462 -7.21278  -0.089
C: 1.17634 -1.67252 -5.62161  0.055
Cl: 2.13776 -2.10481 -7.04465  -0.097
Cl: 2.11877 -1.99163 -4.15273  0.012
Cl: 0.75881 0.04921 -5.69034  -0.082
Cl: -0.30786 -2.64369 -5.59454  0.045
C: 6.57518 -0.67546 -2.27040  0.196
Cl: 6.73866 0.53308 -0.98232  -0.109
Cl: 4.89789 -0.69180 -2.85217  -0.033
Cl: 7.65913 -0.26033 -3.60927  -0.098
Cl: 6.99461 -2.27207 -1.63813  -0.035
C: -8.85297 -5.66200 -1.76609  0.247
Cl: -9.24712 -5.01534 -3.36822  -0.089
Cl: -7.63606 -4.63084 -0.99597  0.016
Cl: -10.31656 -5.69750 -0.76744  -0.108
Cl: -8.21189 -7.30498 -1.93425  -0.092
C: -0.00002 -5.20878 -2.51080  0.266
Cl: 1.45049 -5.65261 -1.59377  -0.089
Cl: -1.30732 -6.33950 -2.13142  -0.118
Cl: -0.50383 -3.56961 -2.06786  0.207
Cl: 0.35831 -5.26226 -4.24348  -0.090
C: -4.02592 -6.96588 -9.09415  0.269
Cl: -3.93347 -5.77922 -7.78227  0.028
Cl: -5.64230 -6.91848 -9.81868  -0.106
Cl: -2.81369 -6.58132 -10.32889  -0.111
Cl: -3.71610 -8.58590 -8.44699  -0.101
C: 5.63724 9.97916 3.71290  0.306
Cl: 6.65437 9.06848 4.84143  -0.098
Cl: 4.51763 11.00748 4.62553  -0.090
Cl: 6.66036 10.99199 2.68027  -0.100
Cl: 4.71707 8.84835 2.70426  -0.048
C: -5.51232 4.77481 -4.53645  0.315
Cl: -4.05948 4.33020 -3.62493  -0.065
Cl: -6.81629 3.63400 -4.16519  -0.085
Cl: -6.01239 6.41268 -4.08138  -0.105
Cl: -5.16230 4.72583 -6.27294  -0.073
C: -0.13856 6.22876 6.25108  0.318
Cl: 0.77468 5.77572 4.79077  0.018
Cl: 0.88676 6.00607 7.67851  -0.109
Cl: -0.63397 7.92342 6.14146  -0.090
Cl: -1.57441 5.20087 6.38820  -0.093

Summary:
* gap between HOMO and LUMO: 0.317 hartree
* LUMO: -0.536 eV
* total energy: -654437.3014 eV
* HOMO energy: -9.2 eV

=====

No. 2
Here is C34H37ClIIrN6O2P as an isolated structure from the OMol25 dataset. Energies are from wB97M-V/def2-TZVPD.

Last column: Mulliken charge in e.
Positions of all 83 atoms, in Å:
Ir: -0.72697 -0.08050 0.90656  0.826
C: 1.94491 2.30866 3.40988  -0.589
C: 1.21599 1.22294 2.93559  -0.235
N: 0.44604 1.36196 1.86326  0.157
C: 0.36476 2.59035 1.26755  0.163
C: 1.12828 3.63799 1.77226  -0.169
N: 1.91037 3.49569 2.82197  -0.550
C: -0.59988 2.70906 0.15449  -0.361
C: -0.97324 3.86481 -0.49311  -0.510
C: -2.00109 3.84580 -1.47860  1.007
C: -2.62335 2.58762 -1.70748  -0.657
C: -2.21317 1.46067 -1.02872  -0.158
N: -1.19109 1.52069 -0.13910  0.465
C: -2.76568 0.09837 -1.16206  0.055
C: -3.83137 -0.22778 -1.99078  -0.128
N: -4.29964 -1.45420 -2.08682  -0.545
C: -3.71653 -2.38587 -1.35697  -0.867
C: -2.64838 -2.11126 -0.50538  -0.451
N: -2.17648 -0.87792 -0.40758  0.228
C: -2.41773 5.04369 -2.18005  1.074
C: -3.38705 5.01288 -3.20641  -0.533
C: -3.78436 6.17150 -3.86452  -0.531
N: -3.22077 7.29122 -3.48615  -0.524
C: -2.31854 7.45975 -2.55195  -0.549
C: -1.89286 6.32007 -1.87589  -0.488
H: 2.57152 2.20564 4.28245  0.447
H: 1.24319 0.24464 3.39421  0.496
H: 1.10205 4.61681 1.31612  0.485
H: -0.49632 4.78876 -0.22091  0.344
H: -3.44176 2.50668 -2.39665  0.403
H: -4.31757 0.52115 -2.59339  0.525
H: -4.09991 -3.38861 -1.43810  0.434
H: -2.18450 -2.87040 0.09685  0.693
H: -3.84930 4.09219 -3.52891  0.322
H: -4.51071 6.20579 -4.65601  0.417
H: -1.96551 8.45598 -2.35428  0.420
H: -1.16118 6.46739 -1.09594  0.334
I: -3.09390 0.37973 2.73860  0.253
C: 0.65601 -3.54012 -1.12688  -1.332
C: 1.48298 -2.41425 -1.74633  0.392
C: 2.86838 -2.91362 -2.14845  -1.621
P: 1.41396 -0.86168 -0.72559  0.368
C: 1.67580 0.52807 -1.92943  1.099
C: 0.53982 0.49954 -2.96128  -1.915
C: 2.99293 0.61006 -2.69846  -1.538
C: 2.78519 -0.84257 0.53596  2.199
C: 4.19629 -0.45850 0.10579  -1.757
C: 2.79742 -2.15156 1.32481  -1.670
H: 0.57236 -4.36817 -1.82865  0.579
H: -0.34920 -3.20750 -0.87915  0.003
H: 1.11741 -3.92343 -0.22179  0.289
H: 0.96681 -2.09977 -2.66338  0.591
H: 3.37363 -3.40565 -1.32470  0.304
H: 3.51395 -2.12693 -2.52332  0.276
H: 2.75519 -3.65243 -2.93888  0.478
H: 1.56863 1.43276 -1.31138  0.046
H: 0.78762 -0.17852 -3.77411  0.482
H: 0.39983 1.48363 -3.40068  0.438
H: -0.40600 0.16952 -2.54780  0.418
H: 3.09335 -0.23400 -3.37690  0.307
H: 3.87361 0.64869 -2.06698  0.304
H: 2.98368 1.50860 -3.31325  0.449
H: 2.44117 -0.06396 1.23443  -0.931
H: 4.59735 -1.12912 -0.64706  0.303
H: 4.85150 -0.51760 0.97185  0.470
H: 4.24914 0.55925 -0.27107  0.459
H: 3.24195 -2.96259 0.75686  0.186
H: 1.80164 -2.45072 1.63715  -0.068
H: 3.40749 -2.02107 2.21882  0.598
Cl: 0.61196 -6.79891 6.23571  -0.159
C: 0.10186 -5.48913 5.24452  0.405
C: -1.25744 -5.31106 4.99245  -0.820
C: -1.66076 -4.25387 4.20215  -0.464
C: -0.71328 -3.38283 3.64946  0.171
C: 0.64549 -3.58013 3.91017  0.018
C: 1.05763 -4.62488 4.71068  -1.027
C: -1.19023 -2.25737 2.80745  0.617
O: -2.37534 -1.97799 2.69876  -0.741
O: -0.28027 -1.55798 2.18840  0.367
H: -1.97638 -5.99247 5.41769  0.453
H: -2.70937 -4.09028 4.00939  0.463
H: 1.37672 -2.90976 3.49133  0.354
H: 2.10121 -4.78168 4.92766  0.456

Summary:
* total charge: +2
* gap between HOMO and LUMO (alpha / beta): 0.188 / 0.185 hartree
* LUMO (alpha / beta): -7.175 / -8.536 eV
* 2S+1: 6
* total energy: -81627.5106 eV
* HOMO energy (alpha / beta): -12.3 / -13.6 eV

=====

No. 3
Here is C34H37CuNO2P2S2 as an isolated structure from the OMol25 dataset. Energies are from wB97M-V/def2-TZVPD.

Last column: Mulliken charge in e.
Positions of all 79 atoms, in Å:
Cu: -0.31958 0.20283 0.08582  -0.924
S: 0.72967 -2.25107 2.21909  -0.846
P: 2.00655 -1.51373 0.81104  1.898
C: 1.81610 -0.05034 0.06544  0.059
P: 2.46106 1.40369 0.56451  1.066
S: 1.34051 3.07950 0.57837  -0.620
C: 3.30236 1.37079 2.21827  0.109
C: 4.67680 1.29472 2.40576  -0.225
C: 5.22458 1.26957 3.68404  -0.678
C: 4.39907 1.29713 4.79625  -0.468
C: 3.01828 1.35066 4.62011  -0.552
C: 2.48060 1.39550 3.34624  -0.234
C: 3.91074 1.81646 -0.53818  -0.212
C: 4.24648 0.93302 -1.55314  -0.162
C: 5.28977 1.21429 -2.43199  -0.729
C: 6.01663 2.38536 -2.29328  -0.401
C: 5.68698 3.27976 -1.27694  -0.669
C: 4.63763 2.99957 -0.41819  -0.090
C: 3.70653 -1.82423 1.52028  0.299
C: 3.93757 -2.05678 2.86768  -0.591
C: 5.22839 -2.26253 3.34033  -0.565
C: 6.30563 -2.24496 2.46639  -0.465
C: 6.08687 -2.01455 1.11171  -0.736
C: 4.79574 -1.80680 0.65023  -0.208
C: 2.01667 -2.79383 -0.53124  -0.005
C: 2.24220 -4.14118 -0.25607  -0.777
C: 2.24190 -5.07913 -1.27478  -0.631
C: 1.98618 -4.67986 -2.58566  -0.468
C: 1.73432 -3.34587 -2.86076  -0.968
C: 1.75770 -2.40232 -1.83598  0.026
H: 5.33544 1.25122 1.54541  0.250
H: 6.29973 1.20254 3.80489  0.356
H: 4.82349 1.26657 5.79322  0.337
H: 2.36053 1.36213 5.48165  0.374
H: 1.40824 1.45103 3.19463  0.032
H: 3.65216 0.03048 -1.64420  0.222
H: 5.52617 0.51591 -3.22667  0.393
H: 6.82802 2.61057 -2.97580  0.344
H: 6.24389 4.20390 -1.16697  0.364
H: 4.35600 3.70820 0.35337  0.351
H: 3.08664 -2.07875 3.54051  0.338
H: 5.39065 -2.42453 4.39977  0.383
H: 7.31260 -2.40597 2.83614  0.325
H: 6.91757 -1.99438 0.41641  0.406
H: 4.62620 -1.61753 -0.40342  0.224
H: 2.40651 -4.44857 0.77077  0.320
H: 2.42519 -6.12373 -1.04828  0.348
H: 1.96652 -5.41489 -3.38358  0.333
H: 1.49988 -3.02852 -3.86986  0.365
H: 1.52795 -1.35696 -2.01497  0.352
C: -1.51555 -2.39166 -1.51915  -0.422
O: -1.23434 -1.33907 -2.39131  -0.387
C: -1.08526 -0.08409 -1.72046  0.997
C: -0.83230 0.93291 -2.79575  -1.152
H: -2.56229 -2.35228 -1.17430  0.310
H: -0.86744 -2.37280 -0.63110  0.025
H: -1.35449 -3.33370 -2.05217  0.308
H: -0.69296 0.44822 -3.77262  0.352
H: 0.06661 1.52535 -2.58434  0.235
H: -1.64761 1.66344 -2.91060  0.190
O: -0.80298 0.88245 1.96269  -0.207
C: -1.78257 0.67219 2.67000  0.136
C: -1.70593 0.56500 4.17774  -0.839
C: -1.83796 -0.91924 4.56249  0.083
C: -3.07234 -1.66396 4.02535  -1.224
C: -2.99560 -2.04884 2.53772  0.029
C: -3.26041 -0.89565 1.54540  -0.128
N: -3.06789 0.41957 2.16148  -0.261
H: -2.51632 1.15423 4.62657  0.413
H: -0.75465 0.96690 4.52478  0.139
H: -1.82094 -0.98572 5.65472  0.393
H: -0.94558 -1.42990 4.19137  -0.097
H: -3.98243 -1.08507 4.23579  0.354
H: -3.17228 -2.58717 4.60284  0.421
H: -3.70785 -2.85498 2.33810  0.522
H: -1.99680 -2.45298 2.34346  -0.123
H: -4.28921 -0.91920 1.17710  0.376
H: -2.60574 -0.95019 0.67686  -0.512
H: -3.74245 0.53768 2.90721  0.416

Summary:
* total charge: -2
* gap between HOMO and LUMO (alpha / beta): 0.123 / 0.185 hartree
* LUMO (alpha / beta): 4.539 / 4.538 eV
* 2S+1: 2
* total energy: -126330.5135 eV
* HOMO energy (alpha / beta): 1.2 / -0.5 eV

=====

Calculated values (eV/Å) of F_max for the records, taken in order: 3.9, 5.6, 1.8.